40
Properties=species:S:1:pos:R:3:forces:R:3 method="wB97M-V/def2-TZVPD" e_above_lowest_kj_mol=0.0 homo_energy_ev=-9.24 spin_multiplicity=1 gap_ev=9.409
C 2.14091 -2.84957 -0.51941 0.143 0.242 0.040
C 2.20573 -1.33034 -0.61107 -0.256 -0.203 -0.137
C 1.02242 -0.75619 -1.38548 0.387 0.269 0.216
C 1.03918 0.77020 -1.40862 -0.420 -0.256 -0.191
C -0.16801 1.33215 -2.15603 0.215 0.191 -0.012
C -0.22538 2.86090 -2.17653 -0.067 -0.103 0.140
C -0.38828 3.52244 -0.80626 -0.224 -0.290 -0.077
C -1.65754 3.10813 -0.06343 0.188 0.704 0.039
O -1.58220 1.76490 0.41786 0.114 -0.256 -0.081
C -0.88464 1.56110 1.53383 -0.047 0.350 0.155
O -0.41899 2.42838 2.21998 0.015 -0.133 -0.050
C -0.72231 0.09396 1.82198 -0.053 -0.513 0.033
N 0.43050 -0.21059 2.40844 0.200 0.102 0.100
C 0.70281 -1.46168 2.69669 -0.529 0.160 -0.268
Cl 2.21396 -1.76142 3.43940 0.368 -0.098 0.158
C -0.16374 -2.51197 2.42056 -0.012 0.106 0.010
Cl 0.23877 -4.14200 2.81845 -0.112 0.016 -0.062
C -1.39685 -2.23432 1.80796 0.374 0.319 0.056
N -2.26626 -3.21067 1.49654 -0.142 -0.154 -0.027
C -1.65958 -0.87891 1.50813 0.149 0.044 0.082
Cl -3.18091 -0.50449 0.78536 -0.258 -0.234 -0.017
H 2.18295 -3.29466 -1.51135 -0.013 -0.110 -0.092
H 1.21313 -3.16324 -0.04479 -0.106 -0.102 0.055
H 2.97274 -3.23379 0.06598 0.051 -0.145 0.057
H 3.13608 -1.03591 -1.10156 0.057 0.081 0.041
H 2.21416 -0.90336 0.39373 0.082 0.078 0.019
H 1.03730 -1.13871 -2.40915 -0.084 -0.060 -0.055
H 0.09246 -1.09532 -0.91983 -0.099 -0.057 -0.027
H 1.95835 1.11848 -1.88589 0.086 0.066 0.047
H 1.04599 1.12886 -0.37768 0.104 0.075 0.066
H -0.13427 0.97850 -3.19006 -0.037 -0.055 -0.016
H -1.08131 0.93966 -1.70749 -0.030 -0.091 -0.085
H -1.06134 3.16684 -2.81122 0.025 0.082 -0.072
H 0.69112 3.24477 -2.63091 -0.013 0.038 -0.101
H 0.47120 3.30293 -0.17205 0.019 0.116 0.064
H -0.42712 4.60476 -0.94420 0.029 0.035 0.086
H -2.52603 3.12521 -0.72526 0.043 -0.018 0.075
H -1.82194 3.77502 0.78925 -0.074 -0.113 -0.155
H -2.07271 -4.14940 1.79919 -0.111 0.032 -0.050
H -3.17036 -2.96066 1.13495 0.036 -0.117 0.036

120
Properties=species:S:1:pos:R:3:forces:R:3 method="wB97M-V/def2-TZVPD" e_above_lowest_kj_mol=278.5 homo_energy_ev=-7.26 spin_multiplicity=1 gap_ev=7.403
C -8.53000 1.45900 14.12000 -0.075 -0.740 -1.885
C -9.81600 0.62600 13.89300 0.656 1.786 0.173
O -10.03800 -0.13300 15.03100 -1.332 -0.707 0.651
H -7.68300 0.76200 14.18700 -0.011 0.330 0.197
H -8.49900 2.18200 14.91800 -0.348 -0.159 0.554
H -8.38000 2.02400 13.18900 0.142 -0.054 0.147
H -9.69800 -0.00800 13.01200 -0.001 0.060 -0.180
H -10.66100 1.30900 13.76800 0.182 -0.034 -0.421
H -11.01000 -0.29900 15.07200 0.995 -0.155 0.014
C -14.67300 2.49500 20.82000 0.409 1.691 1.067
C -13.67600 3.51900 20.27000 -0.364 -3.536 0.991
O -13.79000 4.69100 20.93600 0.931 2.404 1.498
H -14.66200 1.66800 20.20000 0.432 -2.233 -0.791
H -15.63600 2.90900 20.61500 -0.973 0.518 0.416
H -14.53600 2.31500 21.88800 -0.119 -0.333 -0.186
H -14.12100 3.60700 19.34300 0.293 0.720 -2.680
H -12.67700 3.05000 20.28500 -0.107 0.536 -0.370
H -13.07400 4.70600 21.58700 -0.440 0.324 -0.078
C -8.82800 2.81900 18.10700 -1.379 1.512 -0.643
C -8.78800 1.36600 17.95500 -1.874 -0.253 -0.352
O -7.59500 0.95300 17.46400 1.651 -2.226 -1.783
H -9.63300 3.12900 18.73200 -0.864 0.067 0.731
H -8.95900 3.46200 17.22800 0.050 -0.755 -0.470
H -7.97500 3.22400 18.53200 2.047 0.424 1.157
H -9.61800 0.99300 17.34200 -0.001 0.310 -0.333
H -8.94000 0.83000 18.85100 -0.479 -0.039 1.737
H -7.81900 0.01500 17.14800 1.437 1.959 0.631
C -11.44500 4.42500 16.42500 2.243 -2.497 0.655
C -11.18300 3.32500 15.36200 -1.175 0.105 1.964
O -10.83700 3.93900 14.18000 0.853 0.348 -1.540
H -10.45000 4.87600 16.65800 -0.916 0.064 -0.055
H -11.91800 4.06900 17.33800 0.292 -0.341 0.173
H -12.12600 5.06300 16.02100 -1.525 2.227 -1.186
H -12.08100 2.78600 15.10200 -0.583 -0.142 0.356
H -10.50000 2.56700 15.75200 0.458 0.126 -0.213
H -10.18000 4.61100 14.36100 0.288 0.170 -0.049
C -13.50900 -0.56400 21.42000 0.357 -0.818 0.840
C -13.26000 -1.57000 22.57100 -0.959 -0.677 -3.378
O -12.97300 -0.89700 23.71500 0.743 1.611 2.958
H -13.91500 -0.88700 20.45300 0.303 -0.513 0.611
H -12.62700 0.00800 21.24900 0.629 0.666 -0.429
H -14.23800 0.06100 21.86300 -0.783 1.002 0.227
H -12.51100 -2.31000 22.38700 0.477 -0.564 -0.513
H -14.19500 -2.03000 22.66000 -1.316 -1.319 0.276
H -13.24600 -1.43800 24.47500 0.275 0.411 -0.405
C -16.36300 0.29600 17.85900 0.396 1.951 1.430
C -17.44700 1.33400 18.31100 0.046 -1.024 -2.782
O -17.20000 2.59700 17.68800 -0.498 0.422 3.865
H -15.37400 0.56200 18.33000 -0.911 -0.236 -0.440
H -16.20500 0.23900 16.80700 -0.100 0.568 -1.060
H -16.60300 -0.69300 18.10900 -0.528 -1.414 0.937
H -17.49000 1.45000 19.34700 0.463 0.424 1.707
H -18.48200 1.03200 18.05300 0.487 -0.280 -0.175
H -17.14000 2.45800 16.79100 0.495 -0.376 -3.172
C -10.24700 -2.31700 20.42800 0.132 -6.822 -3.900
O -10.26100 -3.46400 19.73200 0.647 3.447 3.820
N -10.44500 -1.25300 19.76400 -1.571 3.987 -3.407
N -10.01000 -2.16300 21.69400 1.728 -3.084 4.370
H -10.35300 -1.45900 18.73600 0.398 0.514 0.897
H -10.54900 -0.29100 20.16700 0.418 -0.997 -0.549
H -9.62300 -3.01800 22.18500 -0.976 1.655 -0.825
H -10.06300 -1.26400 22.17400 0.228 -1.305 -0.640
C -8.43700 -2.14400 16.93900 -7.553 2.190 0.899
O -9.75900 -1.86700 17.31200 6.879 -0.455 -2.370
N -7.78200 -1.31800 16.14300 1.564 1.165 -2.714
N -7.79800 -3.18100 17.32600 -0.070 -2.319 1.841
H -8.33400 -0.64500 15.59000 -0.081 -0.790 0.419
H -6.88200 -1.61200 15.69000 -1.446 0.343 0.874
H -8.28800 -3.70500 18.02700 -0.416 -0.673 0.336
H -6.81200 -3.21300 17.30100 0.846 -0.126 -0.141
C -9.87800 0.85700 21.99300 -2.672 3.112 -6.202
O -10.46900 1.13800 20.80900 2.306 -0.272 5.232
N -8.74200 1.35100 22.36900 4.524 1.632 0.408
N -10.39500 0.12500 22.89500 -3.767 -3.471 5.672
H -8.25200 1.97500 21.74200 -0.080 -0.317 -0.066
H -8.16100 0.93300 23.12400 -1.021 0.616 -0.976
H -11.38100 -0.18300 23.00800 0.452 0.609 -0.805
H -9.96900 -0.13400 23.82200 0.002 1.066 -1.607
C -11.79900 -4.28600 16.98400 7.770 -2.725 2.788
O -10.52700 -4.64200 17.37000 -5.659 0.068 -2.906
N -12.77900 -5.09500 16.64000 -1.929 -4.917 -1.641
N -12.10100 -3.05700 17.03600 -2.699 5.490 0.027
H -12.47600 -6.07300 16.34400 -0.723 2.016 0.984
H -13.81900 -4.88400 16.66500 2.568 -0.238 0.127
H -13.12000 -2.70500 17.01400 3.476 -1.437 0.477
H -11.35400 -2.40500 17.26500 -0.064 -0.520 -0.008
C -14.84100 4.70600 16.88600 0.545 -8.187 -5.831
O -14.65700 3.47000 16.35700 0.077 4.505 2.344
N -15.67800 4.95600 17.77600 -3.623 1.337 6.717
N -14.56600 5.76000 16.22700 4.045 4.736 -6.273
H -16.13400 4.20600 18.24500 -0.292 -0.676 0.371
H -15.74900 5.89400 18.19600 -0.071 -1.024 -0.433
H -14.21400 5.74300 15.21100 -0.538 -0.446 2.666
H -14.71200 6.69700 16.56200 -0.193 -0.197 0.167
C -15.40900 -3.09500 17.41900 -3.542 -0.244 7.678
O -16.10700 -3.20900 18.67600 3.796 1.033 -6.599
N -15.40100 -4.06800 16.58200 -4.036 -7.454 -0.991
N -14.59000 -2.16700 17.01600 0.641 4.397 -0.383
H -15.99500 -5.00400 16.86600 1.840 3.515 -1.068
H -15.14500 -3.97300 15.61800 -0.021 0.087 -0.224
H -14.33800 -1.41100 17.67500 -0.056 -0.219 -0.501
H -14.15100 -2.10500 16.04800 -1.449 -0.141 1.736
C -12.26000 0.80900 17.74300 -0.679 -0.105 -0.989
O -12.79500 -0.31700 18.47000 0.753 -0.051 -0.804
H -13.07300 1.52100 17.54400 -0.198 -0.493 -0.239
H -11.72400 0.59600 16.74700 -0.720 -0.048 1.669
H -11.65500 1.39200 18.38100 1.350 0.369 0.780
H -12.03900 -0.82800 18.88300 -0.952 0.619 -0.350
C -13.89600 0.50800 15.09400 -0.928 0.242 -1.427
O -12.85800 0.21900 14.13500 0.286 -0.425 0.688
H -14.82500 0.20100 14.58800 -0.170 0.074 0.458
H -13.90700 1.59700 15.16000 -0.389 -0.160 1.007
H -13.84300 -0.02100 16.05600 0.596 0.454 -0.617
H -12.91000 0.97700 13.54600 0.342 -0.188 -0.216
C -13.35400 -3.89100 20.13400 1.667 0.180 0.153
O -14.45600 -4.06500 21.02400 0.119 -0.381 -0.709
H -12.34500 -4.34600 20.35900 -1.258 0.224 1.018
H -13.12700 -2.82200 20.04400 -0.077 -0.136 -0.383
H -13.46600 -4.34700 19.16400 -0.815 0.070 -0.582
H -15.23200 -3.89900 20.44900 0.367 -0.013 0.355